# 1
2 unconnected molecules or ions with the total composition C3H6O3P in a non-equilibrium geometry. Source: the Open Molecules 2025 dataset; level of theory: wB97M-V/def2-TZVPD.

Output
E_LUMO: 3.9024 eV
largest force on an atom: 2.39 eV/Å
HOMO: -3.6 eV
orbital gap: 7.53 eV
ΔE to the lowest compared entry with this formula, charge and spin: 167.44 kJ/mol
net charge: -1

Atoms and positions in Å:
1 C 0.942 -1.986 1.874
2 C 0.648 -1.115 0.874
3 C -1.570 1.481 -1.130
4 O 0.917 2.112 -0.451
5 O 1.018 0.221 -2.104
6 O -0.492 -0.675 0.446
7 P 0.233 1.037 -1.136
8 H 1.970 -2.345 2.069
9 H 0.170 -2.501 2.454
10 H 1.619 -0.888 0.304
11 H -1.836 0.624 -0.483
12 H -1.657 2.354 -0.545
13 H -1.963 1.679 -2.171

Force components x, y, z for each atom (eV/Å):
C -0.30 -0.58 0.43
C 2.14 -1.04 -0.24
C 1.04 -1.60 -1.35
O 0.74 1.32 1.55
O -1.78 0.01 0.31
O 0.87 1.48 -1.00
P 0.05 -1.24 -0.52
H -0.62 0.52 -0.38
H 0.02 0.33 -0.04
H -1.31 0.41 0.33
H -1.09 0.22 -0.94
H 0.17 1.07 0.56
H 0.07 -0.89 1.29

=====

# 2
3 unconnected molecules or ions with the total composition C5H8N2 in a non-equilibrium geometry. Source: the Open Molecules 2025 dataset; level of theory: wB97M-V/def2-TZVPD.

Output
E_LUMO: 0.7584 eV
largest force on an atom: 2.01 eV/Å
HOMO: -9.4 eV
orbital gap: 10.19 eV
ΔE to the lowest compared entry with this formula, charge and spin: 506.59 kJ/mol
net charge: 0

Atoms and positions in Å:
1 C -1.964 0.144 0.097
2 C -0.532 -0.190 -0.259
3 C 0.587 0.711 -0.695
4 C 0.598 2.156 -0.520
5 N 0.555 3.310 -0.403
6 N 0.573 -0.063 0.536
7 C 1.447 -1.062 0.871
8 H -2.063 1.144 0.543
9 H -2.585 0.112 -0.802
10 H -2.348 -0.592 0.810
11 H -0.030 -1.588 -0.819
12 H 1.181 0.351 -1.540
13 H 0.979 -1.958 -0.434
14 H 1.101 -1.721 1.670
15 H 2.503 -0.755 0.945

Force components x, y, z for each atom (eV/Å):
C 0.28 -0.24 -0.17
C 0.14 -1.46 -0.37
C 0.31 -0.11 -0.12
C -0.30 1.26 0.09
N 0.10 -1.53 -0.15
N 0.04 0.58 0.53
C -0.25 -0.91 -1.45
H 0.22 -0.23 -0.14
H 0.08 -0.03 0.11
H 0.04 0.08 -0.12
H -0.73 1.78 0.59
H -0.02 0.04 0.25
H 0.57 0.87 1.36
H 0.07 0.22 -0.16
H -0.56 -0.31 -0.25

=====

# 3
A molecular structure, C13H8Cl2N2NiO6S3Sb in a non-equilibrium geometry. Source: the Open Molecules 2025 dataset; level of theory: wB97M-V/def2-TZVPD.

Output
E_LUMO (spin up / spin down): 4.4876 / 3.4078 eV
largest force on an atom: 2.02 eV/Å
HOMO (spin up / spin down): -2.2 / -2.8 eV
orbital gap (spin up / spin down): 6.70 / 6.25 eV
multiplicity: 2
net charge: -2

Atoms and positions in Å:
1 Ni 1.424 0.480 1.420
2 S 3.743 -3.564 2.097
3 Sb 3.325 -1.483 2.958
4 S 3.667 0.378 1.575
5 S 1.078 -0.863 3.236
6 O -3.804 2.788 2.235
7 C -3.896 1.878 1.299
8 O -4.935 1.614 0.723
9 C -2.636 1.141 1.004
10 C -2.483 0.064 0.152
11 Cl -3.630 -0.781 -0.782
12 N -1.197 -0.343 0.205
13 N -0.509 0.444 1.047
14 C -1.339 1.346 1.524
15 C -0.788 2.419 2.451
16 O -1.656 3.219 2.919
17 O 0.429 2.411 2.623
18 C -0.534 -1.362 -0.547
19 C -0.619 -1.357 -1.931
20 C 0.066 -2.326 -2.646
21 C 0.854 -3.263 -1.986
22 C 0.947 -3.240 -0.603
23 C 0.238 -2.295 0.126
24 H -2.821 2.841 2.642
25 H -1.173 -0.579 -2.434
26 H 0.010 -2.324 -3.728
27 H 1.412 -3.997 -2.554
28 H 1.591 -3.929 -0.071
29 H 0.322 -2.256 1.205
30 Cl 1.962 3.213 -3.549
31 C 2.321 1.870 -2.406
32 C 1.219 1.659 -1.353
33 O 0.044 1.659 -1.711
34 O 1.703 1.482 -0.195
35 H 3.271 2.087 -1.932
36 H 2.393 0.969 -3.012

Force components x, y, z for each atom (eV/Å):
Ni -0.20 -0.16 -0.12
S -0.01 -0.02 0.02
Sb 0.03 0.03 0.02
S 0.06 -0.08 -0.05
S 0.01 0.05 -0.08
O -1.67 -0.88 -0.71
C -0.19 0.33 0.53
O -0.07 -0.09 -0.24
C -0.04 -0.09 -0.23
C -0.01 0.03 0.14
Cl 0.00 0.03 0.02
N 0.06 -0.02 -0.02
N 0.19 0.12 0.08
C -0.09 -0.06 0.07
C 0.42 -0.18 -0.16
O 1.38 0.01 0.72
O -0.36 0.22 0.08
C 0.04 0.02 0.01
C 0.03 0.00 -0.02
C 0.01 -0.02 0.00
C -0.02 0.02 -0.01
C 0.00 0.00 0.00
C 0.03 -0.03 -0.01
H 0.28 0.78 -0.12
H -0.02 0.05 0.01
H 0.01 0.00 0.00
H 0.00 0.00 0.00
H -0.01 0.00 -0.01
H -0.03 -0.01 -0.01
Cl 0.01 -0.06 0.01
C -0.02 0.06 0.00
C -0.54 0.13 0.01
O 0.11 -0.12 0.03
O 0.57 -0.08 0.02
H 0.00 0.02 0.00
H 0.04 -0.04 0.03

=====

# 4
40 unconnected molecules or ions with the total composition H80O40 in a non-equilibrium geometry. Source: the Open Molecules 2025 dataset; level of theory: wB97M-V/def2-TZVPD.

Output
E_LUMO: -0.4720 eV
largest force on an atom: 6.19 eV/Å
HOMO: -10.1 eV
orbital gap: 9.63 eV
ΔE to the lowest compared entry with this formula, charge and spin: 1060.29 kJ/mol
net charge: 0

Atoms and positions in Å:
1 H -1.514 -1.918 6.011
2 H -1.759 -0.639 5.308
3 O -2.249 -1.339 5.702
4 H 2.291 3.114 -1.301
5 H 1.425 1.994 -1.716
6 O 1.480 2.936 -1.863
7 H -2.773 1.822 1.693
8 H -1.426 2.374 1.575
9 O -1.884 1.561 1.704
10 H -5.658 -1.195 3.339
11 H -4.326 -1.575 3.915
12 O -4.750 -1.294 3.110
13 H -1.184 3.796 -0.980
14 H -2.089 4.291 0.234
15 O -1.691 4.486 -0.554
16 H 0.082 -5.228 -3.005
17 O 1.065 -5.474 -2.728
18 H -1.183 -2.904 3.283
19 O -0.849 -2.486 2.456
20 H 0.563 -2.052 -0.859
21 H 0.620 -2.652 -2.321
22 O 0.338 -2.715 -1.396
23 H -5.880 0.211 -0.547
24 H -6.404 0.484 -1.852
25 O -5.914 0.882 -1.157
26 H -3.431 -5.262 -0.720
27 H -3.932 -4.267 -1.728
28 O -3.625 -5.162 -1.629
29 H -4.421 2.503 -0.102
30 H -5.149 2.597 1.368
31 O -4.327 2.745 0.780
32 H -4.345 -1.984 -1.838
33 O -5.268 -1.985 -1.772
34 H 4.642 -0.510 -2.344
35 H 4.876 -0.326 -3.839
36 O 4.070 -0.384 -3.088
37 H 2.364 0.721 2.249
38 H 2.899 1.566 3.541
39 O 2.161 1.110 3.151
40 H 1.318 2.977 4.724
41 H -0.026 3.292 5.689
42 O 0.358 2.907 4.963
43 H 4.483 3.699 -1.613
44 H 4.758 2.243 -2.124
45 O 4.567 2.745 -1.329
46 H 0.615 4.721 2.872
47 H -0.345 5.755 2.965
48 O 0.642 5.717 3.147
49 H 3.717 -3.334 0.363
50 H 2.897 -4.630 0.372
51 O 3.578 -4.177 -0.137
52 H 0.958 -1.554 0.884
53 O 1.415 -0.672 0.928
54 H 4.101 -0.769 1.870
55 H 2.846 -1.391 2.505
56 O 3.627 -0.897 2.670
57 H 0.416 -1.414 3.556
58 O 0.219 -0.965 4.319
59 H 1.384 -0.545 -2.652
60 H 0.289 0.618 -2.364
61 O 1.053 0.180 -2.007
62 H -1.361 0.386 -0.716
63 H -2.328 0.735 -1.849
64 O -2.065 0.045 -1.193
65 H 0.934 2.402 0.983
66 H 0.314 3.203 -0.302
67 O 0.456 3.145 0.653
68 H -0.993 3.075 -3.767
69 H -1.776 3.342 -2.590
70 O -1.228 2.626 -2.792
71 H 2.218 3.263 -3.568
72 H 3.198 3.530 -4.980
73 O 3.088 3.445 -3.995
74 H 2.183 4.996 1.381
75 H 2.983 5.575 2.503
76 O 2.963 4.906 1.866
77 H 1.583 -5.697 2.031
78 H 0.155 -5.097 2.110
79 O 0.760 -5.730 2.591
80 H 5.579 -1.300 -0.815
81 H 6.092 -2.440 -1.698
82 O 6.047 -1.502 -1.599
83 H -4.050 0.746 2.753
84 H -3.313 1.386 3.885
85 O -4.172 1.104 3.706
86 H 1.026 -4.214 -0.047
87 H -0.166 -5.215 -0.227
88 O 0.805 -5.152 -0.083
89 H -0.877 5.022 4.619
90 O -1.633 4.320 4.550
91 H -2.645 -1.184 0.313
92 H -3.525 -1.481 1.557
93 O -3.015 -1.959 0.819
94 H 0.972 -0.345 0.158
95 H 1.046 -5.489 -1.644
96 H 0.220 0.078 4.100
97 H -1.659 -2.357 1.820
98 H -5.321 -2.234 -0.789
99 H -1.289 3.585 4.056
100 O 1.625 -3.140 2.588
101 H 1.702 -3.541 3.457
102 H 0.807 -2.746 2.392
103 O -0.577 3.487 -5.274
104 H -0.393 2.575 -5.088
105 H 0.298 3.851 -5.298
106 O 1.957 -2.254 -3.215
107 H 2.743 -1.913 -2.839
108 H 1.925 -1.408 -3.808
109 O -3.624 0.534 -3.519
110 H -4.321 0.646 -2.862
111 H -3.509 -0.431 -3.706
112 O 0.460 -0.214 -4.559
113 H -0.416 0.237 -4.230
114 H 0.450 -1.097 -4.844
115 O 4.749 0.646 0.217
116 H 4.275 1.065 -0.594
117 H 4.910 1.507 0.729
118 O -0.202 -2.931 -4.928
119 H 0.528 -3.271 -4.358
120 H -0.309 -3.470 -5.740

Force components x, y, z for each atom (eV/Å):
H -0.86 0.58 -0.32
H 0.67 0.90 -0.74
O -0.03 -1.69 0.94
H -1.01 0.11 -1.00
H -0.14 -1.15 -0.40
O 1.51 1.09 1.05
H -2.30 0.72 -0.37
H 1.08 0.98 -0.29
O 1.52 -1.64 0.41
H -1.06 0.22 0.22
H 0.55 0.03 0.70
O 0.57 -0.87 -1.22
H -0.26 -0.41 0.63
H -1.30 -1.48 2.93
O 1.20 2.05 -3.75
H 3.04 -0.91 1.12
O -3.04 0.65 1.72
H 0.16 0.59 -0.85
O -2.33 -0.53 -1.02
H 1.55 4.32 1.99
H 0.47 0.56 0.97
O -2.75 -5.09 -1.86
H 0.42 -2.47 2.44
H -0.77 -0.40 -1.19
O 0.47 2.98 -1.40
H 0.27 -0.14 1.46
H -0.26 0.51 -0.08
O -0.03 -0.39 -1.37
H -1.11 -0.89 -2.23
H 1.84 0.28 -2.08
O -0.78 0.58 4.43
H 2.54 0.31 -0.58
O -2.06 -0.78 2.70
H 0.69 -0.53 1.02
H -3.53 -0.31 2.79
O 2.64 0.86 -4.04
H 0.31 0.62 2.06
H 0.77 -0.21 -0.41
O -1.64 0.30 -1.44
H -1.57 0.23 1.30
H -0.30 1.77 2.81
O 2.50 -2.68 -4.10
H 0.18 -1.60 0.19
H -0.04 0.22 -0.53
O -0.28 1.91 -0.18
H 1.16 2.12 0.78
H 1.30 1.13 0.30
O -2.65 -3.15 -1.21
H -0.21 -1.11 -0.46
H 0.18 -0.08 0.00
O 0.20 1.30 0.60
H 0.97 0.85 1.03
O -1.01 -2.03 -0.08
H 0.41 0.08 -1.30
H -0.99 -0.93 -0.36
O 1.41 0.19 1.54
H 0.63 -0.92 -2.84
O -0.79 5.36 3.00
H -1.41 2.17 1.71
H -0.57 -0.18 -0.60
O 1.46 -1.32 0.37
H 2.09 1.27 1.59
H 0.23 -0.69 0.47
O -2.33 -0.62 -1.91
H 0.63 -1.02 -0.22
H 0.94 -0.66 0.24
O -1.16 1.60 0.87
H -0.41 -1.45 3.15
H -2.08 1.64 1.24
O 2.00 -0.04 -3.83
H 0.48 0.03 -0.88
H -1.08 -0.32 1.78
O 0.80 0.28 -0.82
H -2.00 0.35 -1.05
H -0.20 1.61 1.36
O 2.36 -2.12 -0.46
H -1.50 -0.08 0.87
H 1.21 -1.09 0.83
O 0.08 0.63 -1.04
H -0.50 0.22 1.68
H -0.11 -1.03 0.05
O 0.82 0.85 -1.25
H -0.58 0.62 2.67
H 2.32 1.00 0.79
O -1.65 -0.98 -3.10
H -0.43 0.30 -0.58
H 0.92 0.35 0.25
O -0.78 -0.62 0.18
H -1.89 -2.26 -0.26
O 0.48 3.10 0.50
H -0.39 -0.88 0.10
H 0.58 -1.18 -1.12
O -0.44 2.12 0.89
H -0.03 1.46 -1.24
H 0.05 0.28 -3.52
H 0.49 -3.71 0.44
H 1.40 -0.28 1.28
H -0.29 0.43 -1.95
H 0.66 -0.38 -0.19
O 3.53 -0.36 -0.51
H -0.58 0.07 -0.06
H -2.28 0.17 0.37
O -0.60 0.12 0.07
H 0.17 -1.22 -0.67
H 0.79 0.75 -0.07
O -0.58 2.84 -3.27
H 2.30 -0.49 1.55
H -0.43 -2.37 0.30
O 0.48 -0.84 -0.47
H -0.15 -0.37 0.08
H -0.44 1.23 0.44
O -1.12 4.57 1.29
H 2.24 -2.47 -1.29
H -1.81 -2.18 -0.85
O -1.03 2.45 -0.82
H 1.08 -1.15 2.19
H -0.11 -1.94 -0.97
O 0.33 -0.19 -0.07
H -0.56 -0.27 -0.98
H 0.47 0.26 1.02

=====

Energy (computed, eV): -18641.07500; -8289.74591; -134013.16714; -83194.82631